55
Properties=species:S:1:pos:R:3:forces:R:3 method="wB97M-V/def2-TZVPD" mol_weight_g_mol=561.17 e_above_lowest_kcal_mol=0.00 e_tot_ha=-4237.49257 orbital_gap_ev=6.55 total_charge=0
C -0.86163 3.96980 -1.21932 0.511 0.560 -0.062
C -0.97107 2.61814 -0.78552 -0.206 -0.987 0.292
N -0.04791 2.15584 0.13835 0.106 -0.326 0.107
C 0.89604 2.96041 0.64079 0.065 1.111 -0.219
C 1.00636 4.29265 0.24644 0.807 -0.804 0.678
C 0.12738 4.79203 -0.71445 -0.920 -0.484 -0.514
C -1.98614 1.75365 -1.25064 -0.014 0.073 -0.272
P -2.27795 0.17339 -0.54335 0.654 0.937 0.061
In -0.06613 -0.13054 0.68259 -1.477 -0.813 1.243
P 2.25810 0.66448 1.55919 -0.115 0.575 0.083
C 1.81730 2.43745 1.73773 0.054 -0.073 0.175
C -0.07542 -2.36494 0.72514 0.627 1.507 -0.097
C -1.12430 -2.97916 1.39388 -0.094 -1.124 -0.011
C -1.15370 -4.38585 1.49011 0.106 0.445 -0.075
C -0.11461 -5.14424 0.93784 0.016 0.247 -0.060
C 0.94465 -4.50484 0.28380 0.047 0.359 -0.067
C 0.96399 -3.09981 0.17414 -0.311 -1.205 0.173
O -0.32422 2.28684 -5.56510 0.520 -0.310 0.081
O -0.92221 -3.23777 -4.35896 0.608 -0.267 0.271
H -1.57706 4.31016 -1.96409 0.182 0.044 0.158
H 1.79589 4.89588 0.68787 -0.216 -0.003 -0.115
H 0.21633 5.82388 -1.04588 -0.077 -0.173 0.014
C -3.60456 0.21745 0.71265 -0.443 -0.057 -0.215
C -2.80209 -1.03739 -1.78761 -0.205 -0.099 -0.129
H 2.75653 3.00916 1.76361 -0.360 0.050 0.024
H 1.31842 2.55269 2.71384 0.091 -0.058 -0.229
H -0.79747 1.64961 -6.10778 -0.084 0.021 -0.023
H -2.58259 2.10471 -2.09206 -0.054 0.015 0.297
C 2.87214 0.12384 3.18621 0.182 -0.135 -0.047
C 3.71244 0.74521 0.47097 0.229 -0.219 0.026
H -1.92819 -2.39322 1.85036 0.275 -0.153 -0.116
H -1.98393 -4.87674 2.00302 0.272 0.098 -0.141
H -0.12935 -6.23370 1.01499 0.004 0.344 -0.012
H 1.76473 -5.08649 -0.14314 -0.258 0.058 0.136
H 1.78519 -2.60496 -0.35081 -0.130 -0.189 0.141
H 1.22459 -0.36176 -0.85555 0.826 -0.184 -1.269
H -0.18004 -3.73278 -3.96123 -0.575 0.323 -0.226
H -0.52326 -2.76540 -5.09689 -0.042 -0.029 -0.004
H 0.51837 1.84407 -5.36487 -0.450 0.307 -0.055
H 1.47991 -0.42129 -1.56667 -0.169 0.065 0.261
H -4.55078 0.46767 0.21022 0.127 -0.048 0.280
H -3.69648 -0.75605 1.21597 0.013 0.251 -0.167
H -3.37219 0.98089 1.46610 0.008 -0.194 -0.269
H -3.61423 -0.61394 -2.39699 0.183 -0.172 0.151
H -1.97529 -1.33214 -2.44789 -0.194 0.153 0.229
H -3.16495 -1.93443 -1.26784 0.067 0.191 -0.167
H 4.52886 1.26706 0.99480 -0.199 -0.156 -0.269
H 4.02797 -0.27782 0.21866 0.016 0.346 0.003
H 3.45349 1.28397 -0.45127 0.072 -0.148 0.264
H 3.83220 0.62139 3.40038 -0.354 -0.160 0.031
H 2.13921 0.34159 3.97962 0.188 -0.066 -0.312
H 3.03058 -0.96523 3.13972 -0.034 0.359 0.104
Se -0.55870 0.49980 5.64598 0.100 0.059 0.420
C -0.70386 0.26928 3.91620 -0.211 -0.245 -2.512
N -0.80034 0.12750 2.73674 0.234 0.386 1.950

***

58
Properties=species:S:1:pos:R:3:forces:R:3 method="wB97M-V/def2-TZVPD" mol_weight_g_mol=582.23 e_tot_ha=-2806.87981 orbital_gap_ev=6.42 total_charge=+1
C -1.40255 0.59700 -4.03127 0.054 0.556 -0.256
C -1.22450 0.10357 -2.71186 0.406 0.010 0.613
N -0.89899 1.01529 -1.71673 -0.050 -0.511 0.578
C -0.58608 2.28979 -2.01175 -0.476 0.417 -1.262
C -0.75498 2.78810 -3.30187 0.447 0.386 1.234
C -1.19824 1.93672 -4.31686 -0.147 -0.923 0.145
C -1.28702 -1.28084 -2.41770 -0.017 0.130 0.433
P -1.14950 -1.89562 -0.76855 -0.437 0.326 -1.096
Sn -0.85338 0.24372 0.55277 0.967 -0.491 -1.306
P 0.65354 2.29964 0.46859 -0.564 0.332 -0.482
C -0.07968 3.22365 -0.91340 -0.235 0.091 0.048
O 1.65054 -1.62949 -3.60719 -0.546 -0.277 -0.512
O 2.76436 0.62069 -2.57513 0.289 -0.481 -0.408
H -1.68304 -0.13628 -4.78433 -0.004 0.327 0.003
H -0.53384 3.84248 -3.45834 -0.055 -0.292 -0.206
H -1.35356 2.33553 -5.31670 0.027 -0.199 0.145
C -2.74936 -2.50323 -0.18071 -0.079 -0.218 0.099
C -0.04139 -3.31485 -0.71653 0.363 -0.104 0.251
H 0.70578 3.88948 -1.30338 -0.336 -0.220 -0.073
H -0.87505 3.87997 -0.52281 0.069 -0.308 -0.170
H 0.67435 -1.69848 -3.52183 0.507 0.193 0.191
H -1.53221 -1.97721 -3.23224 -0.049 0.293 0.462
C 0.28868 3.20515 1.97944 0.260 0.318 0.246
C 2.41377 2.42312 0.12243 0.457 -0.308 0.319
H 2.46711 -1.23587 -0.82280 -0.602 0.478 0.357
H 3.70005 0.38611 -2.45152 -0.461 0.136 -0.134
H 2.36806 -0.18132 -3.02003 0.277 0.770 0.505
H 1.83081 -1.73676 -4.55395 -0.003 -0.025 0.281
H -2.39411 0.69354 1.17583 0.521 -0.017 0.044
H 1.95510 -0.74194 -0.54033 0.631 -0.665 -0.328
H -3.05853 -3.25006 -0.92428 -0.183 0.125 0.279
H -2.69515 -2.95605 0.82060 0.040 0.059 -0.305
H -3.46792 -1.67582 -0.16375 0.076 -0.207 -0.111
H -0.59302 -4.13943 -1.20300 0.275 0.248 0.211
H 0.88287 -3.09704 -1.27521 -0.407 -0.085 0.239
H 0.18140 -3.56076 0.33662 -0.092 -0.023 -0.572
H 2.62996 3.50660 0.10038 0.026 -0.447 0.007
H 2.97824 1.94559 0.93596 -0.026 0.166 -0.279
H 2.66824 1.94815 -0.84393 -0.296 0.169 0.382
H 0.67234 4.22534 1.85982 -0.135 -0.109 0.246
H -0.79026 3.22961 2.17627 0.232 0.019 -0.128
H 0.78887 2.71653 2.82502 -0.078 0.139 -0.185
O -0.60445 -4.91799 3.93753 -0.215 0.868 -0.541
S -1.27377 -3.70643 3.53810 -0.532 -0.906 0.458
O -2.62870 -3.79766 3.02994 1.013 0.301 0.158
N -0.34851 -2.81799 2.46150 0.546 1.334 0.599
C 0.03291 -1.66965 2.99353 -0.761 -2.129 -0.740
S 1.03562 -0.64086 2.02521 -0.399 0.759 0.303
C -0.46100 -1.39410 4.35827 -0.574 -0.016 0.996
C -0.43227 -0.24548 5.16686 0.136 -0.356 -0.295
C -1.08162 -0.27706 6.40702 0.083 -0.253 0.056
C -1.73863 -1.42376 6.88119 0.238 0.130 -0.550
C -1.81369 -2.54640 6.05188 0.103 0.007 -0.176
C -1.16973 -2.50656 4.81945 -0.499 0.614 0.622
H 0.09668 0.64799 4.82812 -0.177 -0.248 0.149
H -1.07440 0.60181 7.03991 0.099 0.015 -0.092
H -2.19919 -1.42968 7.87431 0.139 0.033 -0.482
H -2.38937 -3.42161 6.33685 0.152 0.064 0.027